Computed, not measured: 5 unconnected molecules or ions with the total composition C28H33BF32N2O6PS in a non-equilibrium geometry, with ωB97M-V with the def2-TZVPD basis set.

Output
HOMO: -11.6 eV
Total charge: +1
Gap between HOMO and LUMO: 7.21 eV
Calculated total energy: -152583.4048 eV
E_LUMO: -0.1616 Ha

Geometry (Å):
C  -2.2106  2.0878  -5.7151
H  -0.9923  -5.0607  -0.9474
H  0.8904  8.8643  2.4147
C  -1.1596  -8.2196  1.0466
F  4.2863  -0.8987  3.5708
H  2.4262  -8.9807  -0.3171
H  -2.2122  2.0271  -0.4894
F  3.9842  0.7894  7.9272
C  0.3671  -8.1916  1.1577
F  -3.9074  1.9984  -4.0598
F  -1.6248  0.9397  -5.2503
O  0.9577  -9.4892  1.0990
F  2.9329  9.1101  4.3521
C  -4.2059  -1.4954  0.7084
F  3.3163  5.7708  1.5634
O  0.8680  6.7701  2.5992
F  2.4381  5.3945  -0.3940
H  -1.6161  -8.6667  1.9339
F  -0.2600  -9.5000  -3.2995
O  1.6312  2.5593  1.0727
H  -0.8679  1.7283  -7.3226
H  0.8039  8.1933  4.0115
F  1.6421  -11.0872  -2.0300
C  -2.8187  -0.2028  -2.3297
C  2.8057  8.2423  3.2995
F  2.4782  -0.3941  6.9114
F  4.7525  -1.9711  5.8183
F  -3.8695  3.3683  -8.1142
C  -3.1193  5.4099  -7.0728
F  2.4342  -2.1750  5.4332
C  -0.4192  0.5578  0.5837
F  2.2944  -2.7594  3.3494
F  0.9566  -7.4031  0.2275
H  -6.2135  -0.7930  -0.1117
N  -1.7783  -0.2560  -1.2338
C  -0.3744  -4.1501  -0.5432
O  3.9956  0.7636  5.6996
O  -1.6499  3.5330  -7.7174
C  0.5276  -9.0402  -2.2931
H  -3.2943  -2.2005  0.4007
F  0.7227  -7.6720  2.3661
H  -3.7570  -0.5215  1.2024
H  0.8671  -1.3554  0.8641
H  1.8450  4.4729  1.2699
H  3.1360  1.5675  4.0750
F  -4.3987  3.0694  -5.8806
C  2.9884  -0.5304  3.7699
C  -1.8482  2.2097  -7.2028
H  1.9702  0.8542  5.1426
H  1.0678  -1.4498  4.1860
C  -1.6405  1.0082  -0.4156
H  -0.6738  4.1345  2.6591
C  2.1489  5.4690  0.9367
F  -4.3597  5.9375  -7.2796
C  -1.1361  3.2894  1.9879
F  4.3789  -2.0741  7.9617
F  1.2640  7.6820  0.5688
H  1.4231  -8.6164  -2.7459
H  -0.8940  -3.7510  -3.3014
F  3.5060  8.0554  1.0075
H  -4.1403  1.1005  -5.8088
C  3.6156  8.8005  2.1296
C  1.0571  6.5069  1.2096
F  -3.0824  5.0238  -5.7703
H  -4.8251  -2.0629  1.5352
H  -2.3882  6.2132  -7.1982
F  -1.5858  -8.9271  -0.0325
H  -2.7153  -1.1521  -3.0085
F  -0.2182  -10.8623  -0.9286
C  2.1242  -1.7152  4.2008
O  -0.6265  -2.8362  -2.9918
H  -1.2950  3.7025  0.9045
N  0.0935  -0.8720  0.3553
H  -2.5228  0.7269  -3.0181
B  -0.6075  -2.8041  -1.4877
C  1.6973  -9.7706  -0.0964
C  3.7836  -0.0363  6.8619
F  2.5410  -0.1055  2.5465
C  -0.7891  -1.3139  -0.8035
F  -1.6676  -6.9621  0.9036
F  -0.1372  6.0376  0.7510
H  1.8272  1.9344  0.2922
C  2.9635  0.6860  4.7076
H  -5.4180  -2.2094  -1.0956
H  -2.1490  2.8518  2.3912
H  0.7948  -4.3627  -0.5520
C  1.3021  8.0629  3.0410
H  3.3106  9.8205  1.8990
F  3.3139  7.0581  3.7455
C  -5.1917  -1.1836  -0.5667
C  4.7408  -1.2274  6.9556
H  2.3123  -10.6411  0.1703
F  4.9372  8.8306  2.4408
S  -4.5713  0.1403  -1.7368
H  -0.6266  -3.8790  0.5901
H  5.7670  -0.9009  7.1453
F  -0.1630  -8.0448  -1.6943
C  0.8878  -10.1771  -1.3370
C  -2.8436  4.2487  -8.0316
F  -1.6036  3.1024  -5.0356
C  -3.7049  2.0127  -5.4026
P  0.1844  1.8756  1.8436
F  -2.6681  4.7357  -9.2922
H  -2.5189  1.6226  -7.8427